Density functional theory data (ωB97M-V/def2-TZVPD) for a 6-piece molecular cluster, C36H87N3 overall in a non-equilibrium geometry.

Values from the calculation:
Energy ... -43194.149 eV
Net charge ... 0
Structure (SMILES) ... CCN(CC)CC.CCN(CC)CC.CCN(CC)CC.CCCCCC.CCCCCC.CCCCCC
HOMO ... -7.8 eV
HOMO-LUMO gap ... 8.5351 eV
ΔE to the lowest compared entry with this formula, charge and spin ... 4.5085 eV

Last column: Löwdin charge in e.
Atoms and positions in Å:
C  4.336  6.229  -1.424  -0.096
C  3.161  6.578  -2.282  -0.229
N  1.899  6.001  -1.788  -0.159
C  0.769  6.831  -2.139  -0.188
C  0.580  7.159  -3.685  -0.026
C  1.797  4.566  -2.157  -0.231
C  0.809  3.652  -1.448  -0.056
H  4.997  7.085  -1.411  0.067
H  5.005  5.384  -1.596  0.070
H  4.071  6.177  -0.429  0.032
H  3.224  6.254  -3.164  0.036
H  3.049  7.750  -1.943  0.189
H  0.635  7.564  -1.618  0.021
H  -0.085  6.278  -1.982  0.084
H  -0.098  7.731  -4.004  -0.020
H  0.626  6.404  -4.448  0.068
H  1.530  7.706  -3.871  0.073
H  2.705  4.013  -2.091  0.094
H  1.487  4.557  -3.210  0.111
H  0.907  2.601  -1.816  0.057
H  -0.126  3.991  -1.614  0.024
H  1.265  3.629  -0.453  0.063
C  2.056  0.946  2.768  -0.029
C  2.349  2.415  2.259  -0.236
N  3.761  2.741  2.360  -0.159
C  4.637  1.963  1.451  -0.287
C  4.442  1.945  0.004  -0.104
C  3.976  4.206  2.135  -0.212
C  3.636  5.062  3.455  -0.075
H  2.317  0.187  2.063  0.044
H  0.934  0.806  2.778  0.089
H  2.487  1.032  3.687  0.039
H  1.774  3.008  2.690  0.029
H  1.938  2.719  1.344  0.075
H  4.598  0.942  2.006  0.138
H  5.721  2.277  1.600  0.125
H  4.886  1.203  -0.531  0.033
H  4.832  2.917  -0.563  0.124
H  3.424  1.671  -0.136  0.046
H  3.262  4.779  1.515  0.094
H  5.010  4.311  1.743  0.112
H  4.115  4.507  4.303  0.084
H  2.672  5.068  3.759  0.007
H  3.819  6.128  3.269  0.072
C  -1.949  0.119  5.419  -0.061
C  -1.831  -1.376  6.006  -0.257
N  -0.487  -1.717  6.156  -0.242
C  -0.163  -2.540  7.355  -0.231
C  -0.725  -4.014  7.258  -0.105
C  0.270  -2.023  4.993  -0.280
C  1.784  -2.200  5.009  -0.090
H  -1.704  0.266  4.424  0.030
H  -1.156  0.735  5.826  0.068
H  -2.702  0.656  5.854  0.025
H  -2.383  -2.069  5.289  0.110
H  -2.498  -1.451  6.994  0.152
H  -0.655  -2.018  8.272  0.127
H  0.978  -2.630  7.417  0.110
H  -0.725  -4.402  8.275  0.045
H  0.070  -4.519  6.625  0.067
H  -1.834  -4.089  6.682  0.129
H  0.227  -1.253  4.310  0.074
H  -0.071  -2.956  4.653  0.090
H  2.298  -2.599  4.076  0.095
H  2.209  -2.802  5.802  0.038
H  2.185  -1.155  5.340  0.106
C  -0.929  -3.457  1.271  -0.092
C  -0.135  -3.240  0.048  -0.252
C  1.117  -2.277  0.316  -0.142
C  1.774  -1.659  -0.960  -0.163
C  0.955  -0.406  -1.423  -0.198
C  1.652  0.251  -2.717  -0.076
H  -1.861  -3.952  0.879  0.068
H  -1.615  -2.495  1.565  0.125
H  -0.465  -3.926  2.072  0.043
H  -0.815  -3.025  -0.494  -0.037
H  0.258  -3.976  -0.536  0.080
H  1.750  -2.919  0.953  0.117
H  0.952  -1.536  0.908  0.013
H  1.980  -2.332  -1.766  0.094
H  2.830  -1.277  -0.676  0.124
H  0.827  0.334  -0.834  0.019
H  0.042  -0.783  -1.678  0.061
H  0.805  0.930  -3.268  0.092
H  1.696  -0.438  -3.355  -0.053
H  2.658  1.049  -2.667  0.149
C  -2.191  1.493  -3.019  -0.094
C  -3.192  0.836  -2.041  -0.270
C  -3.563  -0.622  -2.467  -0.248
C  -4.558  -1.296  -1.564  -0.192
C  -3.822  -1.861  -0.278  -0.294
C  -4.490  -2.600  0.817  -0.137
H  -2.632  1.481  -4.150  0.136
H  -1.362  0.909  -3.014  -0.012
H  -1.731  2.387  -2.887  0.011
H  -4.125  1.397  -1.743  0.114
H  -2.801  0.962  -1.027  0.091
H  -2.459  -1.137  -2.545  0.157
H  -4.035  -0.443  -3.450  0.107
H  -4.747  -2.192  -2.189  0.103
H  -5.332  -0.607  -1.183  0.121
H  -3.228  -1.097  0.196  0.095
H  -3.049  -2.516  -0.647  0.067
H  -5.456  -2.039  1.107  0.094
H  -3.948  -2.503  1.746  0.055
H  -5.009  -3.541  0.558  0.082
C  -2.923  -3.084  -6.917  -0.058
C  -2.524  -3.739  -5.416  -0.233
C  -3.428  -4.847  -5.042  -0.270
C  -3.210  -5.176  -3.506  -0.264
C  -1.974  -5.967  -3.381  -0.297
C  -1.589  -6.129  -1.828  -0.107
H  -3.006  -4.016  -7.693  0.109
H  -2.153  -2.538  -7.293  0.002
H  -3.906  -2.715  -6.862  0.031
H  -2.420  -2.821  -4.824  0.096
H  -1.596  -4.299  -5.425  0.072
H  -3.281  -5.894  -5.636  0.172
H  -4.421  -4.656  -5.061  0.053
H  -4.196  -5.756  -3.510  0.122
H  -3.579  -4.337  -2.798  0.128
H  -0.964  -5.459  -3.919  0.155
H  -2.056  -6.961  -3.798  0.094
H  -2.474  -6.582  -1.489  0.014
H  -1.718  -4.996  -1.213  0.126
H  -0.651  -6.841  -1.669  0.105

Atoms 1-2, force components in eV/Å:
C 1.9 0.2 -0.8
C -1.8 4.0 9.1